92
Properties=species:S:1:pos:R:3:lowdin_spin:R:1 method="wB97M-V/def2-TZVPD" total_energy_ev=-109052.0923 charge=+1 max_force_ev_per_a=6.975 s2=3.786 gap_ev="6.01 / 5.54" e_lumo_ev="-2.498 / -2.917" e_above_lowest_kcal_mol=0.0 multiplicity=4
C -1.461 -1.453 -2.578 0.002
C 0.697 -2.251 -2.036 0.014
C -1.558 -2.341 -3.644 0.010
C 0.549 -3.293 -2.986 0.009
C -0.570 -3.323 -3.793 0.001
H -2.408 -2.260 -4.316 0.001
H 1.364 -4.007 -3.078 0.001
H -0.684 -4.092 -4.554 0.000
N -0.417 -1.504 -1.725 0.059
P -2.480 -0.097 -0.452 0.063
P 2.363 -0.575 -0.370 0.082
C -2.464 -0.346 -2.291 0.000
H -2.131 0.593 -2.767 0.000
H -3.453 -0.577 -2.706 0.001
C 1.933 -1.876 -1.471 0.032
H 2.752 -2.572 -1.694 0.001
C 3.693 0.244 -1.591 0.024
C 3.332 -1.323 1.159 0.016
C -3.288 1.596 -0.239 0.014
C -3.584 -1.547 0.097 0.013
C 3.678 1.738 -1.251 0.002
H 3.993 1.922 -0.215 0.000
H 4.376 2.268 -1.916 0.000
H 2.687 2.181 -1.384 0.000
C 5.113 -0.314 -1.447 0.005
H 5.558 -0.170 -0.458 0.000
H 5.158 -1.377 -1.718 0.000
H 5.755 0.220 -2.167 0.002
C 3.311 -0.020 -3.054 0.002
H 3.923 0.618 -3.709 0.001
H 3.495 -1.064 -3.335 0.000
H 2.263 0.204 -3.267 0.000
C 4.077 -0.151 1.817 0.002
H 3.375 0.645 2.100 0.001
H 4.567 -0.510 2.733 0.000
H 4.849 0.292 1.180 0.000
C 2.342 -1.894 2.175 0.001
H 1.738 -1.111 2.645 0.000
H 1.674 -2.641 1.733 0.001
H 2.912 -2.390 2.976 0.000
C 4.256 -2.474 0.763 0.004
H 5.088 -2.182 0.120 0.000
H 4.693 -2.881 1.688 0.001
H 3.696 -3.280 0.275 0.000
C -4.080 -1.280 1.526 0.001
H -4.608 -2.180 1.878 0.000
H -3.242 -1.102 2.214 0.000
H -4.788 -0.443 1.578 0.000
C -2.755 -2.845 0.100 0.001
H -2.401 -3.104 -0.905 0.000
H -1.898 -2.779 0.781 0.001
H -3.404 -3.663 0.448 0.000
C -4.774 -1.771 -0.848 0.005
H -5.409 -2.554 -0.405 0.001
H -5.394 -0.878 -0.980 0.000
H -4.453 -2.129 -1.834 0.000
C -2.536 2.640 -1.081 0.000
H -2.619 2.445 -2.158 0.000
H -2.982 3.627 -0.890 0.000
H -1.472 2.692 -0.819 0.000
C -3.213 2.010 1.239 0.002
H -2.177 2.054 1.598 0.000
H -3.652 3.014 1.334 0.000
H -3.774 1.336 1.895 0.000
C -4.750 1.556 -0.701 0.006
H -4.845 1.218 -1.742 0.000
H -5.384 0.936 -0.055 0.000
H -5.147 2.581 -0.653 0.002
Co -0.210 -0.309 -0.229 2.389
C -0.489 -0.511 1.643 0.070
O -0.836 -1.520 2.255 0.018
N 0.351 1.098 -1.193 0.040
C 0.667 1.319 -2.328 0.039
C 0.666 2.245 -3.418 0.006
C 0.477 3.609 -3.122 0.001
C 0.849 1.829 -4.755 0.000
C 0.524 4.559 -4.142 0.000
H 0.298 3.905 -2.086 0.000
C 0.929 2.789 -5.763 0.000
H 0.926 0.761 -4.972 0.000
C 0.771 4.149 -5.458 -0.002
H 0.372 5.613 -3.901 0.000
H 1.112 2.473 -6.793 0.000
H 0.834 4.896 -6.250 0.000
N -0.304 1.848 4.927 0.004
C -0.225 0.751 4.174 0.012
N -0.343 -0.451 4.732 0.000
S 0.126 1.016 2.446 0.036
H -0.543 1.792 5.910 0.001
H -0.245 2.760 4.489 0.000
H -0.436 -1.284 4.147 0.000
H -0.471 -0.533 5.735 0.000